Record 1
Here is a cluster of 2 separate species, C5H5N3O5 in total in a non-equilibrium geometry from the Open Molecules 2025 dataset. Energies are from ωB97M-V/def2-TZVPD.

Each line ends with the Löwdin charge.
Positions of all 18 atoms, in Å:
C -1.785 0.550 0.220  -0.16
C 0.398 -0.813 -2.065  -0.07
C 0.190 -1.609 -0.818  -0.33
C 0.572 -1.048 0.453  0.15
C -0.466 0.819 0.737  -0.10
N -2.835 0.273 -0.135  0.22
N 0.446 1.782 0.018  -0.36
N -0.386 1.008 2.212  -0.36
O 1.563 1.426 -0.216  0.10
O 0.463 1.753 2.604  0.14
O -0.019 2.844 -0.300  0.14
O -1.175 0.297 2.794  0.11
O 1.269 -1.860 -1.669  0.00
H -0.258 -0.921 -3.026  0.16
H 0.901 0.100 -1.962  0.08
H -0.632 -2.269 -0.600  0.15
H 0.205 -1.536 1.248  0.07
H 1.549 -0.795 0.505  0.08

Results
maximum force: 4.336 eV/A
gap between HOMO and LUMO: 9.3 eV
energy relative to the best compared isomer or geometry (same formula, charge and spin): 756.79 kJ/mol
E_HOMO: -10.83 eV
LUMO level: -1.58 eV
spin multiplicity: 1
E: -733.6309 Ha

Record 2
Here is the molecule C5H5N3S in a non-equilibrium geometry from the Open Molecules 2025 dataset. Energies are from ωB97M-V/def2-TZVPD.

Each line ends with the Löwdin charge.
Positions of all 14 atoms, in Å:
H 1.941 0.542 -0.655  0.04
N 1.880 0.766 0.342  0.12
C 0.868 0.392 1.022  -0.33
C -0.304 -0.468 0.661  -0.49
C -0.636 -0.576 -0.825  -0.10
C 0.642 -1.315 -1.294  -0.43
C 1.167 -1.223 -2.589  -0.17
N 1.611 -1.091 -3.639  0.18
N 1.211 -2.061 -0.447  -0.26
S 0.563 -2.048 1.039  0.99
H 0.809 0.848 1.975  0.09
H -1.229 -0.377 1.272  0.12
H -1.517 -1.358 -0.787  0.16
H -0.961 0.132 -1.459  0.07

Results
maximum force: 6.143 eV/A
gap between HOMO and LUMO: 8.7 eV
energy relative to the best compared isomer or geometry (same formula, charge and spin): 154.20 kJ/mol
E_HOMO: -9.14 eV
LUMO level: -0.47 eV
spin multiplicity: 1
SMILES string: [H]/N=C\[C@H]1CC(C#N)=NS1
E: -755.8912 Ha

Record 3
Here is the molecule C5H5NO in a non-equilibrium geometry from the Open Molecules 2025 dataset. Energies are from ωB97M-V/def2-TZVPD.

Each line ends with the Löwdin charge.
Positions of all 12 atoms, in Å:
O -0.292 1.139 1.626  -0.05
C -0.198 1.122 0.233  -0.26
C 0.480 -0.181 -0.293  -0.30
C -1.258 -1.507 0.411  0.23
C 0.039 -1.508 0.387  -0.18
C 0.362 -0.245 -1.755  -0.20
N 0.255 -0.251 -2.906  0.17
H -0.989 0.516 1.873  0.07
H -1.172 1.279 -0.251  0.13
H 0.449 1.955 -0.054  0.13
H 1.538 -0.114 -0.038  0.15
H 0.787 -2.204 0.768  0.12

Results
maximum force: 1.100 eV/A
gap between HOMO and LUMO: 10.0 eV
energy relative to the best compared isomer or geometry (same formula, charge and spin): 446.93 kJ/mol
E_HOMO: -11.13 eV
LUMO level: -1.10 eV
spin multiplicity: 1
E: -323.3495 Ha

Record 4
Here is the molecule C5H5NO in a non-equilibrium geometry from the Open Molecules 2025 dataset. Energies are from ωB97M-V/def2-TZVPD.

Each line ends with the Löwdin charge.
Positions of all 12 atoms, in Å:
N -1.897 -1.251 1.900  0.15
C -1.050 -1.059 1.135  -0.20
C 0.007 -0.780 0.167  -0.27
C 0.946 0.394 0.583  -0.04
C 0.354 1.208 -0.570  -0.38
O 0.475 2.347 -0.923  0.12
C -0.481 0.029 -1.075  -0.04
H 0.527 -1.711 -0.076  0.14
H 2.009 0.174 0.445  0.13
H 0.792 0.811 1.582  0.13
H -1.557 0.213 -1.141  0.13
H -0.124 -0.374 -2.028  0.13

Results
maximum force: 1.090 eV/A
gap between HOMO and LUMO: 10.7 eV
energy relative to the best compared isomer or geometry (same formula, charge and spin): 96.84 kJ/mol
E_HOMO: -10.24 eV
LUMO level: 0.50 eV
spin multiplicity: 1
SMILES string: N#CC1CC(=O)C1
E: -323.4828 Ha

Record 5
Here is a structure of composition C5H5NO in a non-equilibrium geometry from the Open Molecules 2025 dataset. Energies are from ωB97M-V/def2-TZVPD.

Each line ends with the Löwdin charge.
Positions of all 12 atoms, in Å:
C -1.047 0.376 1.101  -0.17
C 0.453 -0.451 0.175  -0.29
C 1.265 -0.921 -0.835  -0.03
C -0.262 0.566 -1.539  -0.14
C -0.535 0.605 -0.251  -0.09
H -1.916 -0.266 0.941  0.11
H -1.155 1.064 2.097  0.15
H 1.027 0.451 1.864  0.21
H 1.937 -1.749 -1.084  0.14
H -0.708 1.029 -2.334  0.11
N 0.191 -0.515 1.657  0.01
O 0.749 -0.189 -1.792  -0.01

Results
maximum force: 7.051 eV/A
gap between HOMO and LUMO: 9.6 eV
energy relative to the best compared isomer or geometry (same formula, charge and spin): 601.04 kJ/mol
E_HOMO: -8.78 eV
LUMO level: 0.83 eV
spin multiplicity: 1
E: -323.2908 Ha

Record 6
Here is a cluster of 2 separate species, C5H5NO in total in a non-equilibrium geometry from the Open Molecules 2025 dataset. Energies are from ωB97M-V/def2-TZVPD.

Each line ends with the Löwdin charge.
Positions of all 12 atoms, in Å:
C -1.836 -1.247 0.985  0.15
C -0.986 -0.461 0.656  -0.11
C 0.003 0.584 0.388  -0.30
C -0.518 1.662 -0.474  -0.18
N -0.928 2.548 -1.093  0.17
C 1.446 0.167 0.077  -0.29
O 1.924 -0.864 0.456  0.05
H -2.587 -1.936 1.307  0.04
H 0.289 1.043 1.350  0.17
H 2.029 0.986 -0.385  0.14
H 0.831 -1.418 -1.427  0.07
H 0.333 -1.064 -1.841  0.08

Results
maximum force: 1.234 eV/A
gap between HOMO and LUMO: 11.0 eV
energy relative to the best compared isomer or geometry (same formula, charge and spin): 391.24 kJ/mol
E_HOMO: -10.57 eV
LUMO level: 0.47 eV
spin multiplicity: 1
SMILES string: C#C[C@H](C#N)C=O.[H][H]
E: -323.3707 Ha

Record 7
Here is a structure of composition C5H5NO in a non-equilibrium geometry from the Open Molecules 2025 dataset. Energies are from ωB97M-V/def2-TZVPD.

Each line ends with the Löwdin charge.
Positions of all 12 atoms, in Å:
C -1.057 -0.169 1.229  -0.17
C -2.076 -0.352 0.293  -0.14
C 0.279 -0.234 0.891  0.02
C -0.404 -0.888 -0.996  -0.15
C 1.113 0.264 -0.347  -0.22
N 0.546 -0.192 -1.620  -0.01
O -1.669 -0.530 -0.924  0.03
H -1.108 -0.211 2.350  0.11
H -3.087 -0.751 0.387  0.13
H 0.854 1.311 -0.300  0.12
H 2.207 -0.017 -0.282  0.12
H 0.279 0.621 -2.302  0.17

Results
maximum force: 4.228 eV/A
gap between HOMO and LUMO (alpha / beta): 7.6 / 7.6 eV
energy relative to the best compared isomer or geometry (same formula, charge and spin): 732.66 kJ/mol
E_HOMO (alpha / beta): -7.42 / -7.42 eV
LUMO level (alpha / beta): 0.21 / 0.21 eV
spin multiplicity: 1
E: -323.2406 Ha

Record 8
Here is the molecule C5H5NO in a non-equilibrium geometry from the Open Molecules 2025 dataset. Energies are from ωB97M-V/def2-TZVPD.

Each line ends with the Löwdin charge.
Positions of all 12 atoms, in Å:
C 1.783 1.177 -1.382  -0.14
N 1.867 1.164 0.037  0.00
C 1.094 0.332 0.663  -0.06
C 0.065 -0.385 0.983  0.00
C -1.071 -0.844 1.432  -0.06
C -2.215 -1.248 0.540  -0.28
O -2.191 -1.563 -0.616  0.05
H 2.578 1.821 -1.662  0.06
H 1.960 0.222 -1.832  0.07
H 0.665 1.298 -1.652  0.13
H -1.258 -0.806 2.470  0.09
H -3.277 -1.167 1.016  0.14

Results
maximum force: 5.724 eV/A
gap between HOMO and LUMO: 8.2 eV
energy relative to the best compared isomer or geometry (same formula, charge and spin): 385.60 kJ/mol
E_HOMO: -9.37 eV
LUMO level: -1.20 eV
spin multiplicity: 1
SMILES string: CN=C=C=CC=O
E: -323.3728 Ha

Record 9
Here is the molecule C5H5NO in a non-equilibrium geometry from the Open Molecules 2025 dataset. Energies are from ωB97M-V/def2-TZVPD.

Each line ends with the Löwdin charge.
Positions of all 12 atoms, in Å:
O -1.621 -1.123 1.565  0.13
C -0.656 -0.681 1.027  -0.33
C 0.001 0.726 0.776  -0.21
N 1.245 -0.046 0.771  0.01
C 0.595 -1.180 0.290  -0.05
C -0.264 -0.234 -1.357  0.03
C -0.427 0.888 -0.683  -0.11
H -0.080 1.591 1.436  0.14
H 2.072 0.299 0.299  0.14
H 0.651 -1.513 -0.770  0.08
H -0.603 -0.484 -2.365  0.08
H -0.898 1.800 -1.029  0.10

Results
maximum force: 1.434 eV/A
gap between HOMO and LUMO: 9.4 eV
energy relative to the best compared isomer or geometry (same formula, charge and spin): 522.88 kJ/mol
E_HOMO: -8.76 eV
LUMO level: 0.63 eV
spin multiplicity: 1
E: -323.3205 Ha

Record 10
Here is the molecule C5H5NO in a non-equilibrium geometry from the Open Molecules 2025 dataset. Energies are from ωB97M-V/def2-TZVPD.

Each line ends with the Löwdin charge.
Positions of all 12 atoms, in Å:
N 0.180 -2.986 0.069  0.17
C -0.071 -1.866 0.237  -0.21
C -0.401 -0.507 0.402  -0.30
C 0.708 0.359 0.880  -0.02
C 0.646 1.522 0.190  -0.12
O -0.431 1.569 -0.631  -0.04
C -0.642 0.180 -0.931  -0.13
H -1.236 -0.518 1.053  0.15
H 1.505 0.162 1.571  0.11
H 1.322 2.351 0.202  0.12
H 0.021 -0.297 -1.724  0.16
H -1.601 0.032 -1.317  0.11

Results
maximum force: 3.712 eV/A
gap between HOMO and LUMO: 10.2 eV
energy relative to the best compared isomer or geometry (same formula, charge and spin): 162.10 kJ/mol
E_HOMO: -9.39 eV
LUMO level: 0.85 eV
spin multiplicity: 1
SMILES string: N#C[C@H]1C=COC1
E: -323.4579 Ha

Record 11
Here is a structure of composition C5H5NO from the Open Molecules 2025 dataset. Energies are from ωB97M-V/def2-TZVPD.

Each line ends with the Löwdin charge.
Positions of all 12 atoms, in Å:
O -0.305 -1.868 1.695  0.12
C -0.155 -0.986 0.907  -0.31
C 0.403 -0.815 -0.568  -0.18
N -1.025 -0.417 -0.659  0.03
C -0.792 0.402 0.552  -0.20
C 0.411 1.284 0.242  -0.04
C 1.215 0.470 -0.455  -0.04
H 0.855 -1.693 -1.031  0.14
H -1.675 -0.140 -1.388  0.13
H -1.658 0.771 1.092  0.14
H 0.509 2.344 0.457  0.10
H 2.214 0.649 -0.846  0.10

Results
maximum force: 0.986 eV/A
gap between HOMO and LUMO: 10.5 eV
energy relative to the best compared isomer or geometry (same formula, charge and spin): 292.50 kJ/mol
E_HOMO: -9.46 eV
LUMO level: 1.05 eV
spin multiplicity: 1
E: -323.4083 Ha

Record 12
Here is a structure of composition C5H5NO in a non-equilibrium geometry from the Open Molecules 2025 dataset. Energies are from ωB97M-V/def2-TZVPD.

Each line ends with the Löwdin charge.
Positions of all 12 atoms, in Å:
N 0.342 -2.109 -1.395  0.13
C -0.494 -1.261 -1.405  -0.08
C -0.417 0.169 -1.062  -0.34
O -1.304 0.885 -0.257  -0.02
C -0.223 1.180 0.644  -0.24
C 0.137 -0.019 1.400  -0.10
C 0.713 0.088 0.000  -0.08
H -0.132 0.776 -1.929  0.16
H -0.135 2.235 0.884  0.14
H 0.886 0.230 2.155  0.12
H -0.590 -0.765 1.725  0.12
H 1.219 -1.408 -0.760  0.18

Results
maximum force: 1.025 eV/A
gap between HOMO and LUMO (alpha / beta): 7.9 / 7.9 eV
energy relative to the best compared isomer or geometry (same formula, charge and spin): 726.89 kJ/mol
E_HOMO (alpha / beta): -8.94 / -8.94 eV
LUMO level (alpha / beta): -1.05 / -1.05 eV
spin multiplicity: 1
E: -323.2428 Ha